[1]
Molecular formula: C5H18Si3
Method: DFT, ωB97M-V with the def2-TZVPD basis set

Properties
calculated total energy: -29106.7585 eV
relative energy (zero: lowest compared OMol25 entry of this formula, charge and spin): 0.944 eV
SMILES: C[SiH2][SiH2][SiH2]C(C)(C)C

Atoms and positions in Å:
Si  1.586  1.382  0.230
Si  3.080  1.201  2.072
Si  0.401  -0.966  -0.485
C  -2.002  -2.040  -1.650
C  2.033  0.988  3.672
C  -1.405  -0.736  -1.290
C  -2.269  0.082  -0.289
C  -1.284  0.114  -2.630
H  3.501  -0.112  1.903
H  -1.256  -2.647  -1.995
H  4.325  2.002  2.203
H  -2.752  -0.620  0.375
H  0.304  -1.787  0.717
H  -2.809  -2.000  -2.461
H  -2.310  -2.561  -0.764
H  2.037  -0.009  3.954
H  -1.683  0.816  0.148
H  -0.683  -0.330  -3.295
H  0.752  2.526  0.331
H  2.293  1.811  4.472
H  2.138  1.655  -1.144
H  1.392  -1.877  -1.208
H  0.962  1.221  3.463
H  -2.236  0.186  -3.014
H  -0.924  1.070  -2.491
H  -3.189  0.632  -0.824

=====

[2]
Molecular formula: C50H31N8OPZn
Method: DFT, ωB97M-V with the def2-TZVPD basis set

Properties
calculated total energy: -124023.6350 eV
relative energy (zero: lowest compared OMol25 entry of this formula, charge and spin): 10.915 eV

Atoms and positions in Å:
Zn  -0.263  1.053  -0.824
P  0.205  -0.480  1.873
O  -0.064  0.824  1.152
N  -0.541  -0.902  -1.144
N  1.823  0.608  -1.552
N  -2.633  3.294  -1.264
N  2.127  3.053  -1.489
N  -0.260  2.851  -1.356
N  2.630  -1.729  -1.813
N  -2.338  0.883  -1.305
N  -2.763  -1.550  -1.495
C  3.973  1.520  -1.572
C  -1.231  -0.943  2.834
C  -1.156  -1.714  3.993
C  -1.529  6.271  -1.476
C  -6.887  0.270  -1.095
C  2.894  -0.703  2.557
C  2.325  -4.739  -0.057
C  -3.633  -0.951  2.970
C  2.554  0.702  4.938
C  -2.471  -0.557  2.323
C  -0.800  -3.144  -1.889
C  0.181  -5.916  -1.066
C  0.653  7.327  -1.652
C  6.326  1.788  -1.554
C  1.298  -2.183  -1.644
C  -3.148  -0.202  -1.320
C  -3.556  -1.721  4.123
C  0.675  -3.537  -1.474
C  1.620  -0.306  2.961
C  -2.323  -2.100  4.637
C  -1.385  3.672  -1.344
C  1.453  0.405  4.151
C  -5.727  -0.464  -1.193
C  -6.855  1.681  -1.036
C  0.512  4.960  -1.527
C  3.821  0.299  4.536
C  1.296  6.104  -1.631
C  5.062  2.365  -1.486
C  1.050  -4.712  -0.719
C  2.515  1.802  -1.516
C  -1.547  -1.889  -1.420
C  -0.746  7.407  -1.575
C  2.769  -0.442  -1.703
C  -1.575  -4.388  -2.120
C  4.125  0.156  -1.720
C  0.422  -2.830  -2.731
C  0.955  -3.079  1.364
C  0.636  -1.839  0.753
C  -1.136  -5.583  -1.726
C  0.549  -1.551  -0.596
C  -3.091  2.021  -1.233
C  -0.887  5.038  -1.448
C  3.993  -0.400  3.349
C  0.860  3.545  -1.460
C  -4.477  1.640  -1.168
C  5.374  -0.430  -1.792
C  -5.666  2.373  -1.074
C  -4.509  0.229  -1.228
C  1.169  -4.385  0.869
C  6.480  0.410  -1.709
H  -7.789  2.225  -0.963
H  4.921  3.431  -1.364
H  0.464  0.728  4.453
H  0.002  -6.538  -0.187
H  0.658  -3.063  -3.759
H  3.004  -3.927  -0.311
H  -5.746  -1.546  -1.243
H  5.478  -1.501  -1.908
H  -2.557  -4.282  -2.565
H  7.205  2.415  -1.487
H  -2.609  6.330  -1.418
H  1.232  8.239  -1.730
H  3.033  -1.241  1.627
H  -5.639  3.454  -1.032
H  7.476  -0.009  -1.762
H  -1.218  8.381  -1.594
H  -7.843  -0.238  -1.066
H  -2.523  0.050  1.425
H  -0.192  -1.998  4.398
H  0.762  -6.537  -1.753
H  0.863  -3.055  2.449
H  -4.464  -2.025  4.629
H  4.981  -0.706  3.034
H  -4.595  -0.654  2.571
H  2.426  1.252  5.861
H  -0.252  -0.609  -2.087
H  -1.774  -6.442  -1.903
H  0.784  -5.183  1.498
H  2.374  6.026  -1.692
H  -2.269  -2.694  5.540
H  4.681  0.535  5.151

=====

[3]
Molecular formula: C6H11NO
Method: DFT, ωB97M-V with the def2-TZVPD basis set

Properties
calculated total energy: -9936.4885 eV
relative energy (zero: lowest compared OMol25 entry of this formula, charge and spin): 1.966 eV
SMILES: [H]/N=C/C(C)=C(\C)CO

Atoms and positions in Å:
O  2.523  0.352  -0.531
N  -2.706  -0.505  -0.289
C  -0.859  1.801  0.105
C  0.104  0.644  0.088
C  -1.642  -1.190  -0.079
C  -0.162  -0.669  0.079
C  1.601  1.154  0.179
C  0.801  -1.817  0.199
H  2.197  0.289  -1.443
H  -0.585  2.499  0.905
H  1.748  -1.542  0.670
H  -3.529  -1.118  -0.333
H  0.391  -2.611  0.833
H  -0.815  2.340  -0.847
H  1.653  2.160  -0.252
H  -1.736  -2.291  -0.019
H  1.907  1.220  1.226
H  1.002  -2.241  -0.789
H  -1.894  1.524  0.299

=====

[4]
Molecular formula: C4H12
Method: DFT, ωB97M-V with the def2-TZVPD basis set

Properties
⟨S²⟩: 0.75
calculated total energy: -4340.8341 eV
2S+1: 2
relative energy (zero: lowest compared OMol25 entry of this formula, charge and spin): 0.202 eV
total charge: -1

Atoms and positions in Å:
C  -1.571  1.176  -0.440
C  2.152  -1.815  -0.363
C  1.574  -1.955  1.045
C  -2.083  2.605  -0.208
H  2.228  -2.797  -0.839
H  -2.903  2.679  0.503
H  3.108  -1.303  -0.306
H  -2.520  3.011  -1.141
H  0.633  -2.518  1.068
H  1.367  -0.969  1.467
H  1.416  -1.302  -0.990
H  -2.376  0.455  -0.267
H  -1.240  3.268  -0.005
H  -1.297  0.971  -1.479
H  -0.747  0.956  0.227
H  2.259  -2.461  1.727